{"formula": "C5H9NO", "method": "ωB97M-V/def2-TZVPD", "orbital_gap_ev": 8.9, "e_homo_ev": -8.026, "smiles": "C/C(O)=C1/CN1C", "e_lumo_ev": 0.8, "relative_energy_kcal_mol": 71.6, "max_force_ev_per_a": 0.78, "elements": ["C", "N", "C", "C", "C", "O", "C", "H", "H", "H", "H", "H", "H", "H", "H", "H"], "xyz": [[1.4091, 0.3539, -1.6206], [1.2909, 0.2506, -0.1647], [1.3536, -1.1535, 0.3160], [0.1226, -0.3932, 0.2925], [-1.1011, -0.1139, 0.7233], [-1.9483, -1.0627, 1.2277], [-1.7054, 1.2487, 0.8012], [2.4663, 0.4559, -1.8960], [0.8706, 1.2345, -1.9836], [0.9814, -0.5247, -2.1291], [1.5109, -1.9187, -0.4449], [1.8727, -1.2890, 1.2682], [-1.5159, -1.9201, 1.0832], [-2.7962, 1.1930, 0.8647], [-1.3521, 1.7539, 1.7115], [-1.4592, 1.8854, -0.0495]], "forces_ev_per_angstrom": [[-0.04, 0.08, -0.20], [0.11, 0.11, -0.02], [0.09, -0.39, 0.03], [-0.62, 0.36, 0.31], [0.33, 0.24, -0.30], [0.37, -0.64, 0.03], [-0.18, 0.44, 0.01], [-0.24, -0.04, 0.09], [0.10, -0.06, 0.16], [0.08, 0.09, 0.04], [0.09, 0.07, 0.16], [-0.10, -0.07, -0.32], [-0.28, 0.17, 0.21], [0.18, -0.14, -0.05], [-0.05, -0.10, -0.21], [0.15, -0.13, 0.05]], "mulliken_charge": [-0.803, -0.373, -0.317, -0.167, 0.786, -0.525, -1.144, 0.276, 0.272, 0.308, 0.265, 0.211, 0.293, 0.359, 0.247, 0.312]}